{"formula": "C29H98O26VZr", "method": "ωB97M-V/def2-TZVPD", "species": ["O", "V", "O", "Zr", "O", "C", "C", "O", "H", "H", "H", "H", "O", "C", "C", "O", "H", "H", "H", "H", "O", "H", "H", "O", "H", "H", "O", "H", "H", "O", "H", "H", "O", "H", "H", "C", "C", "C", "O", "H", "H", "H", "H", "H", "H", "H", "H", "C", "C", "C", "O", "H", "H", "H", "H", "H", "H", "H", "H", "C", "C", "C", "O", "H", "H", "H", "H", "H", "H", "H", "H", "C", "C", "C", "O", "H", "H", "H", "H", "H", "H", "H", "H", "C", "C", "C", "O", "H", "H", "H", "H", "H", "H", "H", "H", "C", "O", "H", "H", "H", "H", "C", "O", "H", "H", "H", "H", "C", "O", "H", "H", "H", "H", "C", "O", "H", "H", "H", "H", "C", "O", "H", "H", "H", "H", "C", "O", "H", "H", "H", "H", "C", "O", "H", "H", "H", "H", "C", "O", "H", "H", "H", "H", "C", "O", "H", "H", "H", "H", "C", "O", "H", "H", "H", "H"], "positions_angstrom": [[0.220006, -0.585873, 0.681347], [-0.198988, 0.931805, 0.788993], [-1.261992, 1.050927, 2.033417], [1.831071, 2.176388, -2.124398], [0.643315, 3.752046, -2.588458], [-0.506723, 3.820491, -1.763618], [-0.217797, 3.439943, -0.340477], [0.349108, 2.166758, -0.511595], [-1.376207, 3.244809, -2.173430], [-0.705912, 4.854784, -1.787982], [-1.075115, 3.174877, 0.326573], [0.558170, 3.998061, 0.139001], [3.062879, 2.847031, -0.570335], [4.437235, 2.626365, -0.830465], [4.729675, 2.835011, -2.427152], [3.547065, 2.393114, -3.106498], [4.756126, 1.606376, -0.582761], [5.153556, 3.315549, -0.384596], [5.634643, 2.315495, -2.813637], [4.969304, 3.866623, -2.600193], [1.912574, -0.090654, -1.686688], [1.420327, -0.657044, -1.074143], [2.879020, -0.364707, -1.593547], [1.353789, 1.601992, 1.776977], [1.419156, 1.412627, 2.856132], [1.955248, 2.187840, 1.384505], [-1.640077, 0.637099, -0.511440], [-2.125636, 1.437450, -0.747363], [-2.124266, -0.238733, -0.558639], [1.371860, 1.329693, -4.262293], [0.460452, 1.659523, -4.548019], [2.100541, 1.800178, -4.728984], [1.273818, 1.048607, 4.219010], [0.414189, 0.645593, 4.255817], [1.979803, 0.538270, 4.642624], [-1.835584, -4.115902, -2.903289], [-0.604271, -4.131587, -1.965046], [0.254859, -2.957239, -2.264075], [-0.967829, -4.045162, -0.558597], [-2.443665, -3.271946, -2.652276], [-2.380315, -5.029665, -2.689282], [-1.496293, -4.169981, -3.931039], [-0.106416, -5.084269, -2.117419], [0.974628, -2.845754, -1.448941], [-0.343884, -2.080239, -2.264927], [0.854884, -2.986509, -3.224017], [-1.578303, -3.316296, -0.434973], [-3.079363, 0.743553, -5.840687], [-1.953232, 0.688570, -4.777680], [-0.984599, -0.434185, -5.146173], [-1.215488, 1.943688, -4.746854], [-3.617455, -0.217887, -5.794093], [-2.762486, 0.978428, -6.838866], [-3.815361, 1.537872, -5.541566], [-2.490158, 0.464299, -3.806018], [-1.420395, -1.448932, -5.068247], [-0.013495, -0.317593, -4.628391], [-0.657962, -0.300539, -6.167041], [-1.772897, 2.706291, -4.589681], [-2.014089, -3.648892, 2.280043], [-2.351064, -2.364913, 3.011089], [-1.343303, -1.960597, 4.069932], [-2.572027, -1.326263, 2.078089], [-1.040868, -3.465252, 1.749120], [-2.772663, -3.947762, 1.542022], [-1.833471, -4.499443, 2.899457], [-3.334861, -2.547648, 3.487247], [-1.271709, -2.756898, 4.830566], [-1.820145, -1.082978, 4.481705], [-0.347190, -1.752074, 3.562888], [-1.712886, -0.858963, 1.928440], [-6.915536, 3.967635, 3.232492], [-5.997013, 2.916192, 2.635079], [-6.631955, 1.556602, 2.356081], [-5.421032, 3.459154, 1.441861], [-7.158669, 3.727512, 4.267933], [-7.854550, 4.018640, 2.696087], [-6.459440, 4.934225, 3.249264], [-5.202608, 2.729909, 3.404970], [-7.112985, 1.138589, 3.257447], [-5.853133, 0.892062, 2.030508], [-7.367521, 1.584672, 1.547911], [-5.745616, 4.381442, 1.288997], [2.911829, -4.147941, -0.498308], [3.922603, -5.252965, -0.359897], [3.475832, -6.523524, -1.078930], [5.196841, -4.856112, -0.910465], [3.201353, -3.240990, 0.065441], [1.902885, -4.383097, -0.153375], [2.841533, -4.013984, -1.576365], [3.942910, -5.452562, 0.689179], [4.099690, -7.369105, -0.823064], [3.489533, -6.332463, -2.159673], [2.443187, -6.810607, -0.814988], [5.758510, -5.638150, -1.065129], [6.133006, -2.477330, 2.039592], [5.860486, -2.370272, 0.660511], [6.743554, -3.354907, 2.264605], [6.637032, -1.611992, 2.385954], [5.208134, -2.605580, 2.617625], [5.722483, -3.222558, 0.233434], [-0.446978, 7.001586, 1.935378], [-1.823800, 6.742065, 1.703729], [-0.382357, 8.025052, 2.312880], [0.114186, 6.248127, 2.558640], [0.038554, 7.007742, 0.948333], [-2.041673, 5.890390, 2.120520], [-2.524740, 3.260635, 3.958570], [-2.283810, 4.561443, 3.521571], [-3.193051, 3.173656, 4.829383], [-2.839968, 2.643843, 3.137089], [-1.570618, 2.822543, 4.320533], [-1.870545, 5.076193, 4.201773], [-5.663195, 2.011078, -2.968584], [-4.948670, 0.919138, -2.485968], [-5.030375, 2.724043, -3.514380], [-6.321577, 1.582542, -3.742847], [-6.306267, 2.493357, -2.249977], [-4.521308, 1.174452, -1.641599], [2.294937, -5.079802, 4.222538], [1.568016, -4.412316, 3.227478], [3.018104, -5.867289, 3.799821], [2.888984, -4.337861, 4.747224], [1.625302, -5.530491, 4.965394], [0.652789, -4.595017, 3.351831], [8.347492, 0.976144, 0.403845], [7.006018, 0.743948, 0.818902], [8.672241, 1.954432, 0.807385], [8.858417, 0.201768, 0.967588], [8.541216, 0.910221, -0.668360], [6.529086, 0.110214, 0.279494], [-4.340068, -1.814737, -0.978825], [-2.898678, -1.624626, -0.617979], [-4.393431, -2.440591, -1.843461], [-4.823949, -2.286443, -0.117744], [-4.741749, -0.903337, -1.267317], [-2.904396, -1.654904, 0.392158], [-3.821939, 4.595927, -0.645008], [-3.859393, 3.124666, -0.693890], [-3.647817, 4.883610, 0.370157], [-3.029309, 4.858473, -1.384935], [-4.773709, 5.010220, -1.038897], [-4.420227, 2.869664, 0.044256], [2.598480, -1.699556, 3.404441], [3.145344, -0.933584, 4.490167], [2.527595, -1.092219, 2.488385], [3.228017, -2.549479, 3.126352], [1.695923, -2.105555, 3.790418], [3.982957, -0.584128, 4.193401], [4.798317, -1.505093, -3.348323], [4.501865, -0.908089, -2.089667], [5.754247, -1.093991, -3.744789], [4.952784, -2.536327, -3.246780], [3.962288, -1.323074, -3.985782], [5.018200, -1.236779, -1.398363]], "forces_ev_per_a": [[0.494, -0.970, -0.250], [-1.229, -0.790, 2.681], [1.389, 0.264, -1.028], [1.091, 0.579, 0.138], [0.445, -1.920, 0.769], [-0.605, 1.159, -0.603], [-0.837, -1.407, 0.100], [1.600, -1.639, -0.832], [0.636, 0.246, 0.298], [-1.142, 1.398, 0.055], [-0.030, 1.713, -0.450], [0.033, 1.188, 0.384], [-0.028, -0.684, -0.996], [0.957, -0.005, -2.490], [-0.544, -1.179, 1.303], [0.220, 0.336, 0.492], [-0.237, 0.083, 0.184], [-0.430, 0.171, 0.752], [-0.626, -0.256, 0.517], [-0.514, 0.830, -0.260], [1.110, 0.328, 0.179], [-0.355, 0.111, 0.241], [-0.579, -0.046, -0.579], [-1.010, -1.380, 2.528], [0.117, 0.378, -1.401], [1.757, 1.433, -0.933], [-0.115, 0.188, -1.003], [-0.692, -0.218, -0.135], [-0.631, 0.203, -0.377], [0.027, 0.857, 0.147], [0.810, 0.047, -0.024], [-0.729, -0.325, 0.095], [0.285, 1.402, -0.502], [-0.502, -0.648, 0.354], [-0.038, -0.808, -0.012], [0.948, -1.308, 1.187], [-1.279, 0.295, 0.049], [2.239, 0.080, -0.618], [0.391, -1.013, -0.942], [-0.367, 0.644, -0.279], [-0.411, -0.072, -0.114], [-0.127, 0.344, -0.247], [0.286, -0.081, 0.330], [-0.010, 0.043, -0.153], [-0.658, 0.982, -0.156], [-0.835, -0.158, 0.872], [-0.249, 0.397, -0.263], [-0.877, 0.591, 1.726], [-1.356, -0.471, -0.538], [0.822, 0.368, 0.294], [0.408, -1.122, 0.159], [0.167, 0.370, -0.248], [0.472, -0.115, -0.445], [0.483, -0.666, -0.243], [0.904, 0.515, -0.676], [0.229, 0.681, 0.278], [-0.797, -0.669, 0.354], [-0.253, 0.037, -0.657], [-0.293, 0.027, 0.030], [1.392, 0.711, -1.273], [-1.111, -1.562, 0.286], [0.205, -0.299, -0.913], [0.653, 0.449, -0.499], [-0.811, -0.282, 0.142], [0.196, 0.252, 0.194], [-0.098, -0.539, 0.817], [0.366, 0.379, 0.044], [0.212, 0.453, -0.274], [0.564, 0.517, 0.569], [-1.096, -0.151, 0.803], [-0.821, -0.098, 0.290], [-0.580, -1.003, 0.388], [0.075, 0.210, 1.128], [-0.397, 0.422, 0.054], [-0.243, 0.652, -0.257], [-0.019, -0.089, 0.008], [-0.254, 0.098, -0.267], [0.453, 0.672, -0.070], [-0.238, 0.268, -0.879], [0.283, 0.229, -0.326], [0.406, -0.521, -0.051], [-0.075, 0.243, 0.125], [0.347, -1.272, 0.393], [0.219, 0.544, -0.588], [-0.639, -1.041, -0.320], [-0.824, 0.368, -0.101], [-0.018, 0.269, 0.463], [0.095, -0.231, -0.594], [0.236, -0.505, 0.181], [-0.121, 0.805, -0.099], [0.850, -0.356, 0.993], [0.331, -0.202, -0.093], [0.096, -0.195, 0.147], [0.372, 0.220, 0.024], [-0.505, 0.427, 0.226], [-0.703, -1.500, 0.119], [-0.021, 0.844, -0.553], [0.162, 0.054, -0.066], [0.491, 0.938, 0.097], [0.068, 0.120, -0.062], [0.043, -0.412, 0.110], [0.418, -0.015, -0.754], [-0.074, -0.887, 0.524], [0.335, -0.258, 0.363], [-0.841, 0.770, -0.290], [0.201, -0.007, 0.229], [-0.069, 0.301, -0.129], [1.276, -1.113, 1.424], [-0.552, 0.615, -1.016], [-0.266, 0.316, -0.426], [-0.317, -0.032, -0.323], [-0.324, -0.025, -0.263], [0.239, 0.296, 0.637], [-0.713, -0.111, -1.885], [0.961, -0.436, 1.409], [0.009, 0.163, 0.454], [0.046, 0.241, 0.235], [0.031, 0.285, 0.446], [-0.296, 0.123, -0.807], [1.017, -0.994, 0.256], [0.492, 0.101, -0.739], [-1.193, 1.013, 0.482], [0.299, 0.050, 0.190], [0.267, -0.170, -0.179], [-1.007, -0.239, -0.097], [-0.049, -0.413, 1.124], [-0.943, 0.937, -0.091], [-0.319, -0.442, -0.396], [1.089, 0.000, -0.437], [-0.182, 0.012, 0.071], [0.398, -0.217, -0.208], [2.055, -1.120, 1.110], [-1.224, -0.311, 1.029], [0.118, -0.671, -0.388], [-0.139, 0.212, -0.330], [-0.929, 1.666, -0.115], [0.226, 0.014, -0.821], [-0.069, -1.483, -1.909], [0.511, 0.654, -0.435], [0.414, 0.576, 0.358], [-0.492, 0.189, 1.003], [0.409, -0.191, 0.350], [-0.289, 0.038, 0.493], [1.136, 0.257, -0.352], [-0.069, 0.018, -0.095], [-0.580, -0.063, 0.328], [0.034, 0.074, 0.336], [-0.831, -0.106, -0.209], [0.499, 0.155, 0.046], [1.316, 1.238, 0.334], [-1.813, 1.286, -1.175], [-0.797, 0.016, -0.018], [0.007, -1.674, 0.211], [-0.378, 0.261, -0.553], [1.477, -1.119, 1.642]], "mulliken_charge": [0.0478, -0.6003, -0.7260, 1.2994, -0.9258, -0.1655, -0.2910, 2.1360, -0.2136, 0.5840, 0.2241, 0.2636, -0.8911, -0.3205, -0.5695, -0.7213, 0.0031, 0.3721, 0.3123, 0.4051, 0.5712, -0.3328, -0.0915, -0.3331, 0.3187, -0.0213, 1.6259, -0.2493, -0.3128, -0.4803, 0.3772, 0.3026, -0.6461, 0.2613, 0.3390, -1.3512, 0.2821, 0.1944, -0.4548, -0.0437, 0.4103, 0.4606, 0.4203, -0.7090, -0.1009, 0.4613, 0.0831, -1.5046, 1.6829, -1.4590, -0.7131, 0.3605, 0.4267, 0.3116, -0.2813, 0.2893, 0.1699, 0.4430, 0.2716, -1.3400, 0.4552, -0.7132, -0.5204, 0.1496, 0.2144, 0.6247, 0.3481, 0.5148, 0.3409, -0.3614, -0.0592, -1.7685, 1.1377, -1.2058, -0.4962, 0.4210, 0.3739, 0.5198, -0.2070, 0.3909, 0.1163, 0.3322, 0.1950, -0.7260, 0.5421, -1.5554, -0.5012, -0.0234, 0.3500, 0.2533, 0.1639, 0.4698, 0.3656, 0.3375, 0.3175, -0.4100, -0.3352, 0.3629, 0.2680, -0.0352, 0.1914, -0.5764, -0.4850, 0.2925, 0.2199, 0.1981, 0.3969, -0.2726, -0.4905, 0.4756, -0.1582, 0.2256, 0.2296, -0.6026, -0.5044, 0.2015, 0.3069, 0.2106, 0.2103, -0.7572, -0.2079, 0.1771, 0.2986, 0.3490, 0.1366, -0.6707, -0.3846, 0.2425, 0.2820, 0.2781, 0.2190, -0.6271, 0.1961, 0.3584, 0.2922, 0.0733, 0.1769, -0.5585, -0.1908, 0.0058, 0.1451, 0.3338, 0.4474, 0.2149, -0.7132, 0.2769, -0.2854, 0.0373, 0.3382, -0.8852, -0.1700, 0.2597, 0.3011, 0.2578, 0.1750], "total_energy_ha": -4110.86460, "homo_lumo_gap_ev": 9.31, "de_lowest_ev": 0.000, "largest_force_ev_per_a": 3.05, "total_charge": 1}